# 1
Molecular formula: C5H9N2
Method: DFT, ωB97M-V/def2-TZVPD

The geometry in XYZ format:
```
16
Properties=species:S:1:pos:R:3
C 1.51993 0.55015 2.07313
C 1.63020 0.23731 0.55919
C 0.36421 0.08917 -0.19004
C -0.71037 0.91116 -0.17954
N -1.72948 0.25344 -0.85775
C -1.36167 -0.98423 -1.12974
N -0.09577 -1.10170 -0.71606
H 0.76546 -0.02992 2.58992
H 1.25679 1.60561 2.21704
H 2.51994 0.44218 2.47258
H 2.26701 1.01127 0.11851
H 2.28952 -0.63827 0.48430
H -0.82382 1.96141 0.00004
H -2.63537 0.65857 -1.05166
H -1.94272 -1.86281 -1.34949
H 0.34644 -2.01117 -0.73267
```

Net charge   +1
SMILES   CCc1c[nH]c[nH+]1
Energy above the lowest of the compared OMol25 structures with the same formula, charge and spin   79.6 kJ/mol



# 2
Molecular formula: C4H5NO2
Method: DFT, ωB97M-V/def2-TZVPD

The geometry in XYZ format:
```
12
Properties=species:S:1:pos:R:3
O -2.64052 -0.96046 -0.69478
C -1.65735 -1.14873 -0.02712
N -0.91392 -0.17130 0.61735
C -0.62807 1.19685 0.18784
C 0.40326 0.15769 0.31340
C 1.51158 -0.36510 -0.18482
O 2.65379 0.36986 -0.32970
H -1.25091 -2.14917 0.21601
H -0.89103 1.43101 -0.84504
H -0.80186 1.98714 0.91305
H 1.60637 -1.39083 -0.52705
H 2.60867 1.04303 0.36086
```

Net charge   0
SMILES   O=CN1C/C1=C\O
Energy above the lowest of the compared OMol25 structures with the same formula, charge and spin   303.6 kJ/mol



# 3
Molecular formula: C49H45AlN2O4P2
Method: DFT, ωB97M-V/def2-TZVPD

The geometry in XYZ format:
```
103
Properties=species:S:1:pos:R:3
Al 0.28581 0.11907 -0.47158
O 1.36246 0.96470 -2.24541
C 0.86377 0.83900 -3.55787
C 1.72218 0.82593 -4.64184
C 1.17833 0.75545 -5.91468
C -0.20020 0.67926 -6.09783
C -1.02995 0.59802 -4.99470
C -0.50579 0.67103 -3.70175
P -1.45296 0.14642 -2.25648
C -2.37365 -1.28315 -2.90625
C -1.67080 -2.29389 -3.56924
C -2.33393 -3.42244 -4.02063
C -3.70449 -3.55223 -3.81661
C -4.40691 -2.54858 -3.17114
C -3.74557 -1.41343 -2.71430
C -2.66041 1.39402 -1.77857
C -2.78762 2.59356 -2.47327
C -3.68749 3.55253 -2.03051
C -4.46259 3.31473 -0.90369
C -4.33716 2.11932 -0.20880
C -3.42880 1.16276 -0.63514
C 2.31265 1.98322 -1.98590
C 2.48414 3.06105 -2.83480
C 3.49659 3.96964 -2.55910
C 4.32744 3.80865 -1.45671
C 4.09027 2.76433 -0.58189
C 3.05700 1.85840 -0.82135
P 2.51613 0.68981 0.42823
C 3.95009 -0.34987 0.78526
C 4.55934 -1.00593 -0.28792
C 5.64623 -1.83493 -0.06556
C 6.13313 -2.00888 1.22578
C 5.53760 -1.35014 2.28983
C 4.44347 -0.52016 2.07486
C 2.11243 1.64744 1.91399
C 2.06968 3.03927 1.92425
C 1.65160 3.71131 3.06492
C 1.27744 3.00455 4.19807
C 1.31268 1.61660 4.19282
C 1.71745 0.94078 3.05327
H 2.79257 0.89468 -4.50407
H 1.84004 0.75871 -6.77057
H -0.61564 0.64010 -7.09514
H -2.09359 0.43871 -5.12616
H -0.60834 -2.19089 -3.76498
H -1.78637 -4.19664 -4.54176
H -4.22313 -4.43276 -4.17150
H -5.47512 -2.63885 -3.02615
H -4.30995 -0.63477 -2.22173
H -2.18389 2.78563 -3.35136
H -3.78748 4.48480 -2.57021
H -5.16624 4.06400 -0.56559
H -4.93736 1.93672 0.67296
H -3.31161 0.24616 -0.06663
H 1.86204 3.19746 -3.70576
H 3.63840 4.80946 -3.22626
H 5.13106 4.50699 -1.27028
H 4.68992 2.65382 0.31422
H 4.20694 -0.84500 -1.30197
H 6.12405 -2.33412 -0.89787
H 6.98913 -2.64732 1.39826
H 5.93082 -1.46825 3.29074
H 3.99844 0.00368 2.90918
H 2.34013 3.60805 1.04464
H 1.61891 4.79281 3.06486
H 0.95855 3.53438 5.08606
H 1.02285 1.05930 5.07364
H 1.72528 -0.14073 3.05845
C 1.13535 -2.60233 -1.20501
C 1.31480 -4.09600 -0.84024
N 0.44884 -4.45587 0.27552
C -0.91853 -4.04922 -0.02785
C -1.02674 -2.50621 -0.07120
N 0.35110 -1.90979 -0.13532
C 0.99202 -2.22504 1.18429
C 0.88241 -3.74290 1.47096
H 0.58688 -2.47937 -2.14066
H 2.09739 -2.09293 -1.29761
H 2.34694 -4.30349 -0.55712
H 1.07388 -4.72358 -1.69756
H -1.58841 -4.45229 0.73087
H -1.20853 -4.48162 -0.98630
H -1.50378 -2.09306 0.81686
H -1.59122 -2.19362 -0.94172
H 0.48841 -1.62604 1.94033
H 2.03697 -1.93059 1.12600
H 0.16628 -3.93948 2.26829
H 1.84880 -4.12993 1.79336
O -2.40412 0.95268 3.08536
C -2.26195 2.25929 2.76397
C -2.87533 3.26349 3.50712
C -2.72607 4.59059 3.14702
C -1.96260 4.95004 2.03675
C -1.35542 3.95663 1.30275
C -1.49390 2.60638 1.65187
C -0.81493 1.63045 0.82290
O -0.13896 1.97174 -0.21650
O -0.80257 0.36132 1.03468
H -2.94666 0.88389 3.88141
H -3.47543 2.99505 4.36942
H -3.21091 5.35591 3.73964
H -1.85203 5.98833 1.75838
H -0.75579 4.19648 0.43537
```

Net charge   +2
Electronic energy   -87880.566 eV



# 4
Molecular formula: C15H17N3O3S
Method: DFT, ωB97M-V/def2-TZVPD

The geometry in XYZ format:
```
39
Properties=species:S:1:pos:R:3
C -4.21972 -3.03003 -1.00552
C -3.04914 -2.54826 -1.85126
O -2.71265 -1.19330 -1.55307
C -1.92755 -0.98242 -0.49761
O -1.50417 -1.89185 0.19366
C -1.64655 0.44957 -0.27194
C -2.34219 1.40985 -1.00696
C -2.09804 2.75543 -0.83062
C -1.14487 3.16299 0.09128
C -0.44417 2.23379 0.83283
C -0.67940 0.87000 0.66448
N 0.03023 -0.09241 1.36744
C 1.17146 0.05872 2.07959
O 1.66130 1.10991 2.43966
C 1.84728 -1.26676 2.37196
S 2.56671 -1.92464 0.79832
C 2.53849 -0.46603 -0.17157
N 1.67543 -0.21786 -1.12522
C 1.99252 1.01310 -1.58898
C 3.06565 1.50911 -0.90067
N 3.42201 0.55148 -0.00124
C 4.45496 0.64112 0.99008
H -5.07675 -2.37402 -1.13938
H -4.49342 -4.03793 -1.30370
H -3.94130 -3.03762 0.04543
H -2.17100 -3.17881 -1.67897
H -3.30449 -2.54684 -2.91280
H -3.07966 1.07886 -1.72078
H -2.64517 3.48545 -1.40731
H -0.94676 4.21471 0.23520
H 0.29836 2.55217 1.54524
H -0.25939 -1.04394 1.11923
H 1.14479 -2.02078 2.72165
H 2.65167 -1.13143 3.09396
H 1.42573 1.46235 -2.37884
H 3.58818 2.44041 -0.97336
H 5.27568 1.24677 0.60875
H 4.05872 1.10031 1.89996
H 4.81724 -0.36117 1.22110
```

Net charge   0
SMILES   CCOC(=O)c1ccccc1NC(=O)CSc1nccn1C
Energy above the lowest of the compared OMol25 structures with the same formula, charge and spin   121.0 kJ/mol



# 5
Molecular formula: C5H12O2
Method: DFT, ωB97M-V/def2-TZVPD

The geometry in XYZ format:
```
19
Properties=species:S:1:pos:R:3
C 2.34906 -1.78409 -1.49437
C 1.68973 -0.66468 -1.76105
C 0.43455 -0.23494 -1.10271
C 0.25602 -0.43051 0.20063
C -0.52431 0.52225 -1.96490
H 2.10861 -2.41659 -0.65082
H 3.21989 -2.02155 -2.09145
H 2.07654 0.01423 -2.51773
H -0.69713 -0.15175 0.61710
H 1.02504 -0.82174 0.85287
H -1.02044 -0.15403 -2.66197
H 0.00890 1.27181 -2.55489
H -1.28724 1.09404 -1.43463
O -0.52489 2.04280 2.38312
H -0.50059 3.00464 2.32426
H -1.21469 1.77415 1.76751
O -2.28601 -0.23453 3.04071
H -3.20522 -0.52715 3.12128
H -1.90782 -0.28236 3.92703
```

Net charge   0
SMILES   C=CC(=C)C.O.O
Energy above the lowest of the compared OMol25 structures with the same formula, charge and spin   189.5 kJ/mol



# 6
Molecular formula: C26H41F8N2O16
Method: DFT, ωB97M-V/def2-TZVPD

The geometry in XYZ format:
```
93
Properties=species:S:1:pos:R:3
F 3.28810 -0.19078 -6.35484
C 2.34790 0.24766 -5.29592
F 1.50346 1.34245 -5.90561
C 3.11499 0.94248 -3.98149
F 3.08790 2.42562 -4.26851
F 4.54946 0.57623 -3.90531
C 2.27211 0.74113 -2.58878
F 2.35704 2.05188 -1.84906
F 0.81237 0.55537 -2.90062
C 2.85820 -0.41371 -1.58268
F 3.43926 -1.60073 -2.27114
F 3.81673 0.18195 -0.58010
C 1.59443 -1.01492 -0.66665
O 0.79386 -2.02432 -1.38807
C 0.86876 -3.34954 -0.74467
C 0.08171 -4.42139 -1.75932
C 1.19211 -4.95123 -2.84432
C 1.99145 -3.91576 -3.89432
C 3.02599 -4.77854 -4.82037
N 3.37358 -6.21129 -4.85984
N 2.71527 -7.03920 -4.01106
C 1.68765 -6.48806 -3.08335
H 1.65887 -0.65437 -4.99265
H 0.91206 -0.10204 -0.34250
H 2.07465 -1.43371 0.32118
H 0.33933 -3.31110 0.31806
H 1.98757 -3.69263 -0.51873
H -0.30514 -5.28793 -1.04478
H -0.80575 -3.80629 -2.22649
H 1.79062 -2.76421 -3.95044
H 3.61370 -4.11104 -5.62076
H 2.94112 -8.07942 -4.03317
H 1.13979 -7.30154 -2.40071
C 6.34056 -7.14247 -3.99273
O 6.30191 -7.76021 -2.70776
C 7.37048 -8.55108 -2.43610
O 8.31613 -8.75946 -3.18014
O 7.20489 -9.07004 -1.19333
C 8.26179 -9.92921 -0.77048
H 5.43848 -6.53439 -4.10271
H 7.21164 -6.48479 -4.07878
H 6.34490 -7.89843 -4.78461
H 9.20963 -9.38304 -0.72775
H 8.34288 -10.79661 -1.43351
H 8.02505 -10.28636 0.23552
C 0.09554 2.36635 4.95166
O 1.31476 2.52996 4.22986
C 1.16454 2.56989 2.88191
O 0.10873 2.47979 2.27494
O 2.39232 2.72738 2.32607
C 2.38826 2.78653 0.90112
H 0.33424 2.34787 6.01857
H -0.57968 3.20765 4.76450
H -0.38400 1.41770 4.68961
H 1.80471 3.64451 0.55201
H 2.00043 1.85464 0.47715
H 3.42105 2.91349 0.56516
C -3.45628 -1.72488 -1.36419
O -3.61147 -3.14267 -1.35765
C -4.65424 -3.58675 -0.61163
O -5.43040 -2.88953 0.02299
O -4.68406 -4.94083 -0.69384
C -5.73841 -5.55078 0.04801
H -2.59376 -1.48215 -1.99089
H -4.34026 -1.24181 -1.79310
H -3.26266 -1.35295 -0.35288
H -6.71356 -5.22068 -0.32435
H -5.63598 -5.33185 1.11578
H -5.66622 -6.63314 -0.08954
C -1.73655 4.67650 2.52237
O -2.14454 6.02085 2.27637
C -1.95221 6.86304 3.32272
O -1.47703 6.56303 4.40691
O -2.38007 8.09683 2.95410
C -2.23758 9.09351 3.96423
H -1.93588 4.09225 1.61985
H -0.66283 4.63116 2.73165
H -2.31164 4.24321 3.34705
H -1.18399 9.22473 4.23119
H -2.83276 8.83682 4.84652
H -2.61051 10.03905 3.56109
C -5.76909 8.31490 3.30631
O -6.96567 9.08236 3.42232
C -7.43784 9.19221 4.68964
O -6.93287 8.70293 5.68809
O -8.56912 9.94063 4.65392
C -9.18063 10.14113 5.92666
H -5.48235 8.29328 2.25135
H -4.95633 8.77890 3.87451
H -5.93693 7.28537 3.63868
H -8.50432 10.67805 6.59961
H -9.48490 9.18461 6.36375
H -10.07549 10.75196 5.77922
```

Net charge   +1
Electronic energy   -85087.538 eV